{"formula": "C6H8N2S2", "method": "the ωB97M-V functional and the def2-TZVPD basis", "symbols": ["C", "N", "C", "C", "S", "C", "N", "C", "C", "S", "H", "H", "H", "H", "H", "H", "H", "H"], "xyz": [[1.721, -0.719, -0.052], [1.272, 0.671, 0.023], [2.376, 1.646, 0.058], [0.085, 1.153, -0.234], [-0.389, 2.729, -0.297], [-1.382, 0.009, -0.314], [-1.328, -1.190, -0.527], [-2.467, -1.868, -0.162], [-3.462, -1.042, 0.314], [-2.962, 0.627, 0.229], [0.917, -1.428, 0.247], [2.174, -0.930, -0.969], [2.562, -0.954, 0.751], [3.205, 1.137, 0.556], [2.521, 2.023, -0.859], [2.135, 2.367, 0.849], [-2.538, -2.865, -0.318], [-4.440, -1.366, 0.706]], "forces_ev_per_a": [[0.08, -1.02, 3.75], [1.28, -0.53, -0.22], [-0.90, -1.82, 5.07], [-4.64, -1.36, -0.09], [0.25, -0.14, -0.13], [2.54, 5.85, 0.99], [0.83, -4.14, -0.33], [-1.16, 3.73, 0.49], [0.26, -0.51, -0.32], [0.80, -0.80, 0.28], [0.44, 0.65, -0.82], [0.35, -0.44, -1.66], [-1.62, 0.98, -1.42], [0.32, -0.13, -0.91], [0.92, 1.67, -3.17], [-0.23, 0.47, -0.80], [-0.16, -2.89, -0.26], [0.65, 0.42, -0.45]], "mulliken_charge": [-0.84, 0.02, -1.21, 0.41, -0.36, 0.33, -0.45, -0.59, -0.22, -0.08, 0.34, 0.36, 0.27, 0.37, 0.40, 0.41, 0.49, 0.36], "e_lumo_ev": 0.66, "smiles": "CN(C)C(=S)c1nccs1", "homo_energy_ev": -8.18, "total_charge": 0, "homo_lumo_gap_ev": 8.84}

{"formula": "C6H8N3O", "method": "the ωB97M-V functional and the def2-TZVPD basis", "symbols": ["C", "C", "C", "C", "C", "C", "N", "N", "N", "O", "H", "H", "H", "H", "H", "H", "H", "H"], "xyz": [[0.585, -1.771, -0.105], [0.406, 2.005, 0.174], [1.811, 1.577, 0.372], [1.616, -0.956, -0.012], [-0.867, -1.474, 0.473], [-1.696, 0.717, -0.406], [-1.702, -0.741, -0.407], [-0.442, 1.167, -0.167], [1.991, 0.332, 0.282], [2.995, -0.648, -0.097], [0.551, -2.827, -0.400], [0.327, 3.051, 0.537], [2.632, 2.258, 0.324], [-1.106, -2.604, 0.535], [-0.778, -0.909, 1.341], [-2.135, 0.853, -1.409], [-2.434, 1.121, 0.371], [-1.755, -1.150, -1.406]], "forces_ev_per_a": [[-0.82, -0.66, -0.17], [2.84, 2.26, 1.69], [-2.09, 3.33, -1.32], [0.88, 2.67, 0.27], [0.85, -2.29, -1.54], [-2.13, -1.10, -0.56], [0.04, -1.54, -2.35], [1.08, -0.95, -0.37], [-0.09, -5.57, 0.33], [-0.76, -0.70, -0.41], [1.19, 0.74, -0.19], [-0.78, -0.35, -0.40], [0.32, 0.27, 0.44], [-0.85, 2.29, 0.67], [-0.03, 0.34, 1.98], [0.32, 1.16, 0.30], [0.51, -0.63, -0.61], [-0.49, 0.74, 2.24]], "mulliken_charge": [-0.62, -0.13, -0.27, 0.62, -0.54, -0.45, -0.12, -0.18, 0.12, -0.37, 0.39, 0.37, 0.43, 0.31, 0.39, 0.35, 0.35, 0.36], "e_lumo_ev": [-2.96, -8.11], "s2": 2.019, "homo_energy_ev": [-11.24, -13.00], "total_charge": 1, "multiplicity": 3, "homo_lumo_gap_ev": [8.28, 4.89]}

{"formula": "C6H8N3S", "method": "the ωB97M-V functional and the def2-TZVPD basis", "symbols": ["C", "C", "C", "C", "C", "C", "N", "N", "N", "S", "H", "H", "H", "H", "H", "H", "H", "H"], "xyz": [[-1.807, -1.332, 1.464], [-0.058, 1.163, 2.402], [0.521, -1.651, 0.459], [-1.985, -0.292, 2.365], [0.680, 0.602, -0.659], [0.867, 1.290, -1.951], [-0.533, -1.820, 1.106], [-1.041, 0.524, 2.811], [0.848, -0.733, -0.607], [0.369, 1.709, 0.683], [-2.568, -2.161, 1.362], [0.642, 1.727, 2.969], [1.165, -2.543, 0.461], [-2.940, -0.255, 2.874], [0.608, 0.667, -2.856], [1.879, 1.577, -2.244], [0.558, 2.368, -1.852], [0.852, -1.217, -1.440]], "forces_ev_per_a": [[1.74, -3.47, -1.77], [3.54, 2.14, -2.92], [-0.55, -1.59, -0.13], [1.65, 1.89, 2.40], [0.72, -0.46, 1.53], [0.34, 1.13, -1.12], [-1.61, 1.56, 0.57], [-5.05, -2.78, -0.10], [-1.40, 2.32, 2.46], [-0.57, -0.84, -0.49], [0.69, 1.44, -0.11], [0.48, -0.19, 0.89], [0.46, 0.77, 0.13], [-0.15, 0.26, -0.08], [-0.65, 0.96, 1.00], [0.84, -0.79, 0.82], [-0.94, -1.29, -0.58], [0.46, -1.05, -2.47]], "mulliken_charge": [-0.31, -0.33, -0.23, 0.07, 0.84, -1.27, -0.17, -0.28, -0.17, -0.07, 0.34, 0.44, 0.40, 0.39, 0.34, 0.36, 0.38, 0.27], "e_lumo_ev": [-4.78, -6.37], "s2": 2.014, "homo_energy_ev": [-10.00, -13.90], "total_charge": 1, "multiplicity": 3, "homo_lumo_gap_ev": [5.22, 7.53]}

{"formula": "C6H8N4O2", "method": "the ωB97M-V functional and the def2-TZVPD basis", "symbols": ["C", "C", "C", "C", "C", "C", "N", "N", "N", "N", "O", "O", "H", "H", "H", "H", "H", "H", "H", "H"], "xyz": [[-0.946, -2.556, 1.124], [2.131, 1.273, -0.146], [-0.834, -0.362, 2.166], [0.632, 1.932, -1.920], [-1.207, -1.152, 0.907], [1.043, 0.824, -1.094], [-0.910, -3.688, 1.120], [2.735, 1.744, 0.703], [-0.220, -0.864, -0.182], [0.143, 0.310, -0.224], [-2.445, -0.830, 0.469], [1.814, -0.409, -2.157], [-0.844, 0.702, 1.893], [-1.225, -0.683, 3.180], [0.242, -0.560, 2.399], [0.590, 2.761, -1.266], [1.502, 2.141, -2.558], [-0.272, 1.817, -2.560], [-2.998, -1.595, 0.797], [1.068, -0.805, -2.652]], "forces_ev_per_a": [[-0.96, 0.39, -0.39], [-0.65, -0.52, -1.08], [1.99, -0.23, 1.23], [-0.04, 0.95, -2.35], [2.55, 1.59, 1.84], [4.38, -3.68, -1.88], [0.30, -1.97, 0.37], [0.48, 0.06, 0.18], [0.84, 1.14, -1.37], [-3.09, -1.52, 1.99], [-2.36, -1.87, 0.01], [-1.77, 2.52, 2.10], [-0.58, -0.28, 0.63], [-0.67, 0.57, -1.60], [-0.42, 0.13, -0.58], [-0.70, 1.20, 0.51], [-0.38, -0.08, -0.07], [0.61, -0.18, 0.77], [0.17, 1.46, -0.84], [0.30, 0.33, 0.52]], "mulliken_charge": [-0.02, -0.09, -1.36, -1.37, 1.17, 0.98, -0.40, -0.41, -0.45, 0.19, -0.54, -0.57, 0.37, 0.32, 0.36, 0.41, 0.33, 0.37, 0.40, 0.29], "e_lumo_ev": -0.68, "homo_energy_ev": -10.22, "total_charge": 0, "homo_lumo_gap_ev": 9.54}

{"formula": "C6H8N5", "method": "the ωB97M-V functional and the def2-TZVPD basis", "symbols": ["C", "C", "C", "C", "C", "C", "N", "N", "N", "N", "N", "H", "H", "H", "H", "H", "H", "H", "H"], "xyz": [[3.525, -1.044, 0.548], [2.187, 2.132, -0.215], [1.486, -1.525, -0.653], [3.491, 0.278, 0.518], [0.179, 0.721, -0.215], [-2.248, 0.183, 0.353], [2.558, -1.700, -0.044], [0.945, 1.830, -0.338], [3.158, 1.278, -0.043], [0.474, -0.530, -0.665], [-1.112, 1.028, 0.203], [4.192, -1.636, 1.093], [2.651, 3.094, -0.568], [1.268, -2.432, -1.294], [-3.073, 0.825, 0.211], [-2.194, -0.687, -0.248], [-2.438, -0.049, 1.456], [-0.545, -0.899, -0.728], [-1.455, 1.978, 0.480]], "forces_ev_per_a": [[-0.99, -2.05, 0.37], [1.55, 1.64, -2.71], [-1.86, -1.08, -1.51], [1.89, 2.07, 0.80], [0.53, 4.29, 0.98], [-0.02, -0.33, 2.96], [1.03, -1.02, -0.63], [-2.63, -0.34, 1.38], [0.37, 0.04, 0.65], [-3.71, -1.51, 0.47], [1.46, 0.27, -0.30], [0.86, -0.50, 1.17], [-1.56, -0.53, 0.33], [-0.64, 1.49, 0.39], [-1.28, 0.18, -1.19], [-0.62, -0.84, -0.53], [0.73, -0.44, -1.26], [2.75, -0.59, -0.57], [2.12, -0.75, -0.83]], "mulliken_charge": [-0.42, 0.08, 0.04, 0.37, 0.54, -0.97, -0.26, -0.39, -0.22, -0.10, -0.19, 0.47, 0.33, 0.33, 0.33, 0.40, 0.30, 0.03, 0.32], "e_lumo_ev": [-3.82, -6.77], "s2": 2.029, "homo_energy_ev": [-10.37, -14.01], "total_charge": 1, "multiplicity": 3, "homo_lumo_gap_ev": [6.55, 7.24]}

{"formula": "C6H8N6", "method": "the ωB97M-V functional and the def2-TZVPD basis", "symbols": ["C", "N", "C", "C", "N", "N", "C", "C", "N", "C", "N", "N", "H", "H", "H", "H", "H", "H", "H", "H"], "xyz": [[0.841, 2.257, 0.146], [1.847, 1.695, 0.756], [1.512, 0.435, 1.199], [1.583, -0.705, 0.170], [0.704, -1.264, -0.587], [-0.669, -1.141, -0.850], [-1.719, -0.234, -0.641], [-1.562, 1.176, -0.169], [-2.098, 0.194, 0.664], [-1.108, -0.108, 1.629], [-0.018, 0.497, 1.289], [-0.255, 1.522, 0.293], [1.134, 3.157, -0.460], [1.861, 0.033, 2.129], [2.610, -0.949, -0.076], [1.133, -1.875, -1.295], [-1.017, -2.149, -1.192], [-2.541, -0.498, -1.190], [-2.103, 2.071, -0.518], [-1.432, -0.795, 2.453]], "forces_ev_per_a": [[3.75, -0.03, -0.14], [1.11, 0.98, -0.84], [-2.86, -1.68, 0.74], [1.23, 0.93, -0.64], [-0.55, 0.94, -0.61], [0.68, -4.84, -1.38], [2.09, 1.41, 0.25], [0.55, 2.65, -2.82], [-1.41, -0.43, 4.57], [-1.25, -0.01, -0.77], [-0.10, 1.40, 0.26], [-2.46, -2.56, 1.18], [-1.51, -0.67, 0.55], [0.84, 0.29, 0.64], [0.05, -0.47, -0.03], [-0.37, -0.05, 0.26], [0.97, 3.11, 0.98], [-1.78, -0.64, -1.67], [-0.25, -0.82, 0.09], [1.27, 0.51, -0.64]], "mulliken_charge": [-0.01, -0.47, 0.13, -0.10, 0.00, -0.40, -0.16, -0.22, -0.35, 0.12, -0.14, 0.13, 0.42, 0.43, 0.44, 0.36, 0.35, 0.56, 0.47, 0.43], "e_lumo_ev": -9.30, "smiles": "C1=N[C@@H]2/C=[NH+]\\N[C@@H]3[C@H]4N3C=[N+]2N14", "homo_energy_ev": -17.78, "total_charge": 2, "homo_lumo_gap_ev": 8.48}

{"formula": "C6H8NO", "method": "the ωB97M-V functional and the def2-TZVPD basis", "symbols": ["C", "C", "C", "C", "C", "C", "N", "O", "H", "H", "H", "H", "H", "H", "H", "H"], "xyz": [[0.992, -1.629, -1.866], [1.825, -1.771, -0.734], [0.110, -0.649, -1.601], [1.310, -0.889, 0.198], [-0.959, 1.428, 2.034], [-2.010, 1.065, 1.379], [-1.007, 1.778, 0.586], [0.274, -0.223, -0.400], [1.191, -2.098, -2.909], [2.425, -2.672, -0.424], [-0.685, -0.244, -2.149], [1.574, -0.532, 1.198], [-0.452, 1.822, 2.827], [-2.921, 0.663, 1.400], [-1.276, 2.740, 0.453], [-0.392, 1.212, 0.008]], "forces_ev_per_a": [[3.75, -2.90, -2.74], [-0.66, -2.54, 0.13], [-0.68, 0.15, -0.59], [0.07, 0.74, 0.25], [3.13, -1.03, 0.65], [-0.14, -0.57, -0.76], [-1.06, 0.74, 0.73], [-0.16, 1.21, 2.42], [-0.70, 0.64, 2.22], [-0.12, 1.50, -0.86], [-0.93, 0.54, -0.77], [-0.19, -0.30, -0.39], [0.88, 1.44, 1.62], [-3.37, -1.07, -0.85], [0.52, 0.29, -0.96], [-0.33, 1.16, -0.09]], "mulliken_charge": [-0.31, -0.40, 0.01, -0.07, -0.60, -0.41, -0.23, -0.27, 0.34, 0.37, 0.48, 0.48, 0.42, 0.43, 0.29, 0.48], "e_lumo_ev": [-4.34, -8.70], "s2": 2.013, "homo_energy_ev": [-8.07, -12.31], "total_charge": 1, "multiplicity": 3, "homo_lumo_gap_ev": [3.74, 3.61]}

Maximum force values (in Eh/bohr) by entry order: 0.126 0.108 0.112 0.117 0.086 0.099 0.106.
ΔE to the lowest compared entry with this formula, charge and spin values (in kJ/mol) by entry order: 237.3 469.6 0.0 563.9 0.0 457.7 439.2.
E_tot values (in Ha) by entry order: -1139.22902 -472.33188 -795.42334 -602.76479 -506.73731 -561.06567 -362.81761.